The following is a quantum chemistry calculation of a structure of composition C44H39ClIrO4S, from the Open Molecules 2025 dataset.

largest force on an atom: 3.95 eV Å⁻¹
spin multiplicity: 2
total charge: 0
DFT total energy: -2963.6213 Eh
gap between HOMO and LUMO (alpha / beta): 5.37 / 6.27 eV
ΔE to the lowest compared entry with this formula, charge and spin: 71.4 kcal/mol
⟨S²⟩: 1.11

The geometry in XYZ format:
```
90
Properties=species:S:1:pos:R:3:mulliken_charge:R:1
Ir 0.639 -0.035 0.481 4.14
C -3.282 4.718 -1.568 -1.80
C -2.410 4.275 -0.386 0.98
C -2.301 5.376 0.669 -1.65
O -2.934 3.123 0.230 -0.06
C -2.251 1.997 -0.276 -0.61
C -0.849 2.571 -0.590 0.24
O -1.121 3.926 -0.863 -0.19
C -0.098 1.924 -1.801 2.34
O 0.328 0.664 -1.523 -1.48
C 1.183 2.700 -2.158 0.08
C 1.645 3.823 -1.492 0.01
C 2.898 4.336 -1.789 -0.91
C 3.693 3.737 -2.748 -0.72
C 3.226 2.625 -3.430 -0.82
C 1.979 2.111 -3.137 -0.95
C -1.042 1.901 -3.001 -0.28
C -1.240 3.032 -3.780 -0.14
C -2.084 2.967 -4.876 -0.95
C -2.736 1.787 -5.191 -0.70
C -2.557 0.666 -4.396 -0.99
C -1.713 0.722 -3.302 -0.17
C -2.421 0.772 0.697 2.23
O -1.482 -0.167 0.437 -1.94
C -3.804 0.154 0.385 -0.17
C -4.884 0.931 -0.014 -0.06
C -6.106 0.343 -0.292 -1.33
C -6.264 -1.028 -0.179 -0.62
C -5.189 -1.806 0.215 -0.90
C -3.965 -1.221 0.489 -0.73
C -2.431 1.150 2.190 0.16
C -1.482 0.587 3.035 -0.93
C -1.492 0.834 4.397 -0.69
C -2.481 1.630 4.947 -0.73
C -3.444 2.180 4.117 -1.12
C -3.419 1.951 2.752 -0.13
H -4.251 5.054 -1.207 0.42
H -3.420 3.889 -2.259 0.29
H -2.786 5.531 -2.089 0.40
H -3.272 5.520 1.131 0.37
H -1.966 6.300 0.211 0.44
H -1.593 5.063 1.430 0.18
H -2.693 1.675 -1.234 1.03
H -0.193 2.501 0.300 -0.60
H 1.034 4.321 -0.757 0.64
H 3.249 5.207 -1.255 0.51
H 4.677 4.128 -2.958 0.42
H 3.838 2.155 -4.187 0.43
H 1.617 1.228 -3.644 0.46
H -0.746 3.958 -3.525 0.54
H -2.230 3.844 -5.490 0.45
H -3.381 1.740 -6.057 0.42
H -3.076 -0.253 -4.624 0.50
H -1.557 -0.137 -2.663 0.42
H -4.783 2.001 -0.099 0.55
H -6.936 0.967 -0.591 0.45
H -7.224 -1.481 -0.379 0.41
H -5.307 -2.876 0.319 0.43
H -3.125 -1.829 0.783 0.38
H -0.719 -0.076 2.622 0.51
H -0.736 0.391 5.027 0.45
H -2.512 1.801 6.014 0.42
H -4.231 2.784 4.546 0.43
H -4.179 2.391 2.127 0.40
Cl -0.039 -3.382 -4.719 -0.22
C 0.432 -2.971 -3.116 0.48
C -0.407 -3.292 -2.049 -0.81
C -0.028 -2.979 -0.771 0.10
C 1.206 -2.321 -0.503 0.43
C 1.629 -2.055 0.833 -1.42
C 2.030 -2.008 -1.621 -0.09
C 1.646 -2.320 -2.899 -0.66
H -1.349 -3.784 -2.240 0.46
H -0.675 -3.217 0.058 0.19
H 2.680 -1.850 0.994 0.42
H 1.137 -2.604 1.625 0.43
H 2.968 -1.503 -1.448 0.32
H 2.272 -2.066 -3.741 0.43
S 2.541 1.284 1.307 -0.56
C 2.160 2.862 1.947 0.72
C 0.945 3.118 2.583 0.07
C 0.678 4.379 3.077 -0.18
C 1.622 5.387 2.959 -0.74
C 2.841 5.129 2.346 -0.58
C 3.116 3.875 1.838 -0.64
H 0.223 2.322 2.696 -0.15
H -0.270 4.570 3.562 0.51
H 1.410 6.372 3.348 0.41
H 3.579 5.914 2.275 0.40
H 4.062 3.667 1.362 0.47
```

---

The following is a quantum chemistry calculation of an isolated molecule of C3H3BrO2, from the Open Molecules 2025 dataset.

largest force on an atom: 2.27 eV Å⁻¹
spin multiplicity: 1
total charge: 0
DFT total energy: -2840.4590 Eh
gap between HOMO and LUMO (alpha / beta): 8.00 / 7.24 eV
ΔE to the lowest compared entry with this formula, charge and spin: 79.2 kcal/mol

The geometry in XYZ format:
```
9
Properties=species:S:1:pos:R:3:mulliken_charge:R:1
C 0.500 -0.708 0.035 -0.18
C 1.554 0.250 -0.014 0.08
C -1.652 0.353 -0.019 -0.03
O -0.824 -0.579 0.010 -0.18
O 1.670 1.443 -0.065 -0.52
Br -3.466 -0.101 0.126 -0.09
H 1.010 -1.638 -0.200 0.28
H 2.417 -0.405 0.122 0.25
H -1.211 1.384 0.006 0.38
```

---

The following is a quantum chemistry calculation of the ion C8H8NO3P with charge -2, from the Open Molecules 2025 dataset.

largest force on an atom: 2.81 eV Å⁻¹
spin multiplicity: 3
total charge: -2
DFT total energy: -931.3999 Eh
gap between HOMO and LUMO (alpha / beta): 2.77 / 5.52 eV
⟨S²⟩: 2.02

The geometry in XYZ format:
```
21
Properties=species:S:1:pos:R:3:mulliken_charge:R:1
C -2.986 -0.743 -0.657 -0.27
C -2.931 -1.471 0.498 -1.54
C -2.059 0.251 -0.962 -1.97
C -1.858 -1.218 1.321 0.70
C -0.943 0.419 -0.184 1.28
C -0.855 -0.316 0.967 -1.63
C 0.138 1.467 -0.545 -1.44
C 1.654 0.928 -0.538 0.24
N 2.357 0.748 0.495 -0.42
O 3.614 -1.457 0.221 -0.53
O 4.756 0.645 -0.794 -0.72
O 4.541 0.368 1.772 -0.61
P 4.001 0.012 0.375 0.91
H -3.751 -0.947 -1.437 1.33
H -3.727 -2.219 0.521 0.73
H -2.136 0.700 -2.000 0.03
H -1.615 -1.856 2.247 0.49
H -0.077 1.804 -1.520 0.43
H -0.120 2.251 0.145 0.43
H 0.024 -0.234 1.705 0.21
H 1.975 0.867 -1.629 0.35
```

---

The following is a quantum chemistry calculation of a structure of composition C33H51IrN2O3S2Si3, from the Open Molecules 2025 dataset.

largest force on an atom: 1.45 eV Å⁻¹
spin multiplicity: 1
total charge: +2
DFT total energy: -3392.0617 Eh
gap between HOMO and LUMO (alpha / beta): 7.19 / 7.19 eV
ΔE to the lowest compared entry with this formula, charge and spin: 27.1 kcal/mol

The geometry in XYZ format:
```
95
Properties=species:S:1:pos:R:3:mulliken_charge:R:1
Ir -0.224 0.150 0.115 5.35
O -0.181 0.158 2.143 -1.06
S 0.094 0.657 3.563 0.08
C 1.878 0.433 3.795 -0.86
C 2.768 1.428 3.046 0.95
C 4.139 0.891 2.622 -1.46
C 4.089 -0.097 1.462 -0.66
S 3.375 0.460 -0.107 0.15
O 1.917 0.815 0.180 -2.44
C 4.193 2.024 -0.295 0.82
C 5.558 2.020 -0.559 -0.78
C 6.213 3.232 -0.705 -0.70
C 5.504 4.424 -0.598 -0.59
C 4.140 4.409 -0.353 -0.96
C 3.469 3.201 -0.199 0.25
C -0.029 2.416 3.716 1.21
C 0.285 3.300 2.690 1.01
C 0.175 4.659 2.925 -1.13
C -0.246 5.124 4.165 -0.77
C -0.567 4.232 5.179 -0.86
C -0.468 2.866 4.956 -0.87
H 2.028 -0.610 3.501 0.42
H 2.016 0.488 4.877 0.70
H 2.906 2.314 3.664 0.53
H 2.258 1.748 2.145 -0.95
H 4.645 0.384 3.447 0.48
H 4.766 1.742 2.355 0.46
H 3.488 -0.976 1.693 0.47
H 5.084 -0.463 1.195 0.67
H 6.108 1.091 -0.659 0.42
H 7.275 3.247 -0.908 0.44
H 6.022 5.368 -0.711 0.42
H 3.594 5.341 -0.279 0.47
H 2.405 3.168 0.002 0.15
H 0.596 2.932 1.722 -0.43
H 0.416 5.362 2.138 0.52
H -0.335 6.188 4.340 0.45
H -0.908 4.596 6.140 0.46
H -0.730 2.162 5.739 0.50
C 0.758 0.048 -2.950 -1.04
O -0.055 -0.386 -1.853 -0.01
Si -1.130 -1.723 -1.867 0.30
C -2.523 -1.397 -3.033 -1.39
C -0.253 -3.192 -2.577 -1.51
C -1.343 -1.573 -0.029 -0.17
Si -0.425 -2.965 0.967 0.52
C -0.922 -4.627 0.284 -1.16
C 1.418 -2.720 0.777 -0.14
C -0.756 -2.994 2.798 -0.94
Si -3.178 -1.356 0.600 0.43
C -3.316 -1.044 2.433 -0.81
C -4.168 -2.869 0.158 -1.20
C -3.980 0.112 -0.227 -1.12
H 1.114 -0.831 -3.486 0.33
H 1.623 0.585 -2.564 0.13
H 0.182 0.676 -3.629 0.31
H -2.132 -1.431 -4.055 0.45
H -3.048 -0.454 -2.908 0.39
H -3.255 -2.206 -2.957 0.43
H -0.007 -2.995 -3.625 0.49
H -0.935 -4.046 -2.580 0.37
H 0.661 -3.492 -2.067 0.39
H -0.321 -4.928 -0.572 0.39
H -1.969 -4.670 -0.012 0.33
H -0.774 -5.375 1.068 0.45
H 1.754 -2.626 -0.258 0.32
H 1.980 -3.537 1.242 0.70
H 1.666 -1.794 1.302 -0.96
H -1.726 -3.431 3.037 0.35
H -0.704 -2.018 3.277 0.08
H 0.005 -3.642 3.244 0.45
H -3.296 -1.952 3.034 0.47
H -4.284 -0.563 2.600 0.49
H -2.539 -0.376 2.806 -0.04
H -3.747 -3.792 0.556 0.38
H -4.294 -2.987 -0.920 0.28
H -5.167 -2.764 0.592 0.42
H -3.404 1.019 -0.044 0.19
H -4.974 0.276 0.197 0.52
H -4.102 0.008 -1.303 0.32
N -0.908 3.937 -1.537 -0.03
C -0.272 2.767 -1.414 -0.93
N -0.664 2.102 -0.344 -0.85
C -1.646 2.900 0.270 -0.01
C -2.406 2.694 1.421 1.00
C -3.296 3.681 1.774 -1.52
C -3.440 4.855 1.008 -0.96
C -2.696 5.068 -0.131 -0.98
C -1.796 4.061 -0.475 0.10
H -0.742 4.613 -2.265 0.31
H 0.498 2.452 -2.094 0.64
H -2.312 1.787 2.003 0.66
H -3.904 3.555 2.660 0.56
H -4.160 5.600 1.317 0.45
H -2.813 5.963 -0.727 0.52
```